[1]
# C15H18F3NO5

One molecule with the formula C15H18F3NO5 (ωB97M-V/def2-TZVPD, OMol25).

Output
HOMO level ... -0.3203 Ha
SMILES ... CCOC(=O)[C@@](O)(c1ccc(N(CC)C(=O)OC)cc1)C(F)(F)F

Last column: Mulliken charge in e.
Element x y z (Å)
C (-4.23, -2.80, -1.34)  -1.181
C (-4.46, -1.95, -0.11)  -0.258
O (-3.71, -0.74, -0.25)  -0.263
C (-3.55, 0.00, 0.82)  0.465
O (-3.98, -0.24, 1.92)  -0.651
C (-2.73, 1.29, 0.59)  1.100
O (-2.90, 2.11, 1.70)  -0.724
C (-1.26, 0.94, 0.34)  0.196
C (-0.88, 0.04, -0.64)  -0.086
C (0.46, -0.25, -0.84)  -1.189
C (1.44, 0.36, -0.05)  0.136
N (2.80, 0.04, -0.25)  0.344
C (3.21, -1.35, -0.27)  -0.562
C (3.59, -1.83, 1.13)  -1.158
C (3.73, 1.04, -0.27)  0.566
O (3.48, 2.22, -0.24)  -0.607
O (4.98, 0.55, -0.36)  -0.361
C (6.00, 1.54, -0.45)  -0.696
C (1.05, 1.27, 0.92)  -0.566
C (-0.29, 1.56, 1.11)  -0.923
C (-3.31, 2.05, -0.62)  0.619
F (-2.71, 3.23, -0.78)  -0.283
F (-3.19, 1.40, -1.78)  -0.235
F (-4.62, 2.29, -0.46)  -0.302
H (-4.51, -2.24, -2.23)  0.302
H (-3.18, -3.07, -1.43)  0.296
H (-4.83, -3.70, -1.28)  0.423
H (-5.52, -1.69, 0.00)  0.290
H (-4.13, -2.46, 0.80)  0.332
H (-3.36, 1.59, 2.39)  0.417
H (-1.62, -0.44, -1.27)  0.550
H (0.74, -0.93, -1.62)  0.509
H (4.05, -1.46, -0.95)  0.421
H (2.37, -1.95, -0.64)  0.345
H (4.44, -1.26, 1.50)  0.300
H (2.76, -1.70, 1.82)  0.313
H (3.87, -2.88, 1.10)  0.388
H (6.00, 2.18, 0.44)  0.294
H (6.94, 0.99, -0.52)  0.228
H (5.85, 2.17, -1.33)  0.296
H (1.79, 1.77, 1.52)  0.443
H (-0.59, 2.28, 1.86)  0.473

=====

[2]
# C15H18F8N2O7S2

A 2-piece molecular cluster, C15H18F8N2O7S2 overall in a non-equilibrium geometry (ωB97M-V/def2-TZVPD, OMol25).

Output
HOMO level ... -0.2989 Ha

Last column: Mulliken charge in e.
Element x y z (Å)
C (4.64, 0.15, 0.82)  -0.658
C (4.00, 1.51, 0.08)  -0.268
O (3.23, 1.17, -1.13)  -0.268
C (1.78, 1.34, -0.93)  -0.609
C (1.28, 2.44, -2.06)  -1.076
N (-0.22, 2.63, -2.12)  0.104
C (-1.02, 1.77, -1.16)  -1.140
C (-0.62, 0.17, -1.42)  -0.165
C (-1.64, -0.70, -0.47)  0.105
C (-2.06, -0.38, 1.07)  -0.106
C (-3.09, -1.35, 1.83)  -0.211
N (-3.83, -2.56, 1.39)  -0.455
C (-3.45, -2.79, -0.03)  -0.155
C (-2.43, -2.02, -1.00)  -0.503
C (0.99, -0.13, -1.09)  0.757
O (1.02, -0.74, 0.24)  -0.468
S (1.66, -1.19, -2.48)  1.240
O (2.20, -0.26, -3.64)  -0.628
O (0.58, -2.09, -3.17)  -0.615
C (3.08, -2.32, -2.02)  0.542
F (4.35, -1.85, -2.65)  -0.245
F (3.34, -2.44, -0.57)  -0.231
C (2.85, -3.88, -2.57)  0.551
F (4.06, -4.70, -2.21)  -0.237
F (2.78, -3.93, -4.07)  -0.198
F (1.70, -4.57, -1.92)  -0.191
H (5.23, 0.46, 1.80)  0.370
H (3.81, -0.61, 1.15)  0.098
H (5.35, -0.33, 0.01)  0.223
H (3.47, 2.23, 0.83)  0.285
H (4.96, 2.11, -0.31)  0.266
H (1.46, 1.76, 0.11)  0.665
H (1.69, 2.25, -3.14)  0.280
H (1.73, 3.49, -1.70)  0.351
H (-0.50, 3.64, -1.98)  0.445
H (-0.54, 2.39, -3.10)  0.471
H (-0.79, 2.04, -0.04)  0.392
H (-2.19, 1.90, -1.29)  0.331
H (-0.88, -0.02, -2.57)  0.680
H (-1.62, 0.57, 1.61)  0.138
H (-3.30, -1.05, 2.97)  0.271
H (-4.01, -3.72, -0.52)  0.278
H (-2.26, -2.40, -2.10)  0.243
H (1.67, -0.28, 0.86)  0.365
C (-5.64, 1.67, 5.11)  0.557
F (-5.81, 1.40, 6.44)  -0.229
F (-6.55, 0.88, 4.45)  -0.232
F (-6.06, 2.96, 4.93)  -0.235
S (-3.88, 1.39, 4.53)  1.213
O (-3.60, -0.03, 4.80)  -0.728
O (-3.05, 2.30, 5.33)  -0.680
O (-3.88, 1.72, 3.10)  -0.689

=====

[3]
# C15H18FNO4PtSSiTe

C15H18FNO4PtSSiTe as an isolated structure in a non-equilibrium geometry (ωB97M-V/def2-TZVPD, OMol25).

Output
HOMO level (alpha / beta) ... -0.3008 / -0.3160 Ha
⟨S²⟩ ... 6.040
2S+1 ... 5

Last column: Mulliken charge in e.
Element x y z (Å)
Pt (-1.33, -1.37, -0.07)  0.767
C (0.58, -0.06, -2.23)  -1.032
Si (1.28, -1.65, -1.43)  -0.059
C (3.19, -1.73, -1.64)  -1.213
C (0.55, -3.29, -2.10)  -0.969
N (0.65, -1.53, 0.22)  0.095
C (1.21, -1.68, 1.44)  0.636
C (2.58, -1.92, 1.66)  -0.148
C (3.12, -1.96, 2.93)  -0.984
C (2.32, -1.77, 4.05)  -0.328
C (0.96, -1.57, 3.89)  -0.790
C (0.44, -1.54, 2.61)  0.518
F (-0.91, -1.34, 2.47)  -0.232
H (0.90, 0.05, -3.26)  0.385
H (0.89, 0.83, -1.69)  0.277
H (-0.51, -0.10, -2.23)  0.411
H (3.42, -1.67, -2.70)  0.363
H (3.60, -2.66, -1.28)  0.352
H (3.70, -0.90, -1.16)  0.361
H (0.75, -3.41, -3.16)  0.350
H (-0.53, -3.29, -1.95)  0.344
H (0.96, -4.15, -1.58)  0.308
H (3.21, -2.07, 0.80)  0.248
H (4.18, -2.13, 3.04)  0.408
H (2.74, -1.80, 5.04)  0.398
H (0.29, -1.44, 4.72)  0.448
O (-3.01, -2.65, -0.55)  -0.722
S (-3.76, -1.40, -0.81)  1.279
O (-4.04, -0.77, 0.51)  -0.609
O (-2.75, -0.51, -1.52)  -0.644
O (-4.94, -1.57, -1.58)  -0.638
Te (-2.54, 1.02, 0.83)  0.544
C (-1.92, 3.03, 0.15)  0.133
C (-2.82, 3.78, -0.61)  -0.348
C (-2.52, 5.08, -0.97)  -0.573
C (-1.32, 5.65, -0.59)  -0.387
C (-0.41, 4.90, 0.13)  -0.516
C (-0.70, 3.59, 0.50)  -0.256
H (-3.76, 3.33, -0.91)  0.352
H (-3.23, 5.65, -1.56)  0.366
H (-1.09, 6.67, -0.85)  0.373
H (0.55, 5.33, 0.41)  0.354
H (0.01, 3.01, 1.06)  0.378

=====

[4]
# C15H18IN5NaOS

C15H18IN5NaOS as an isolated structure (ωB97M-V/def2-TZVPD, OMol25).

Output
HOMO level ... -0.4123 Ha
Net charge ... +1

Last column: Mulliken charge in e.
Element x y z (Å)
Na (-0.45, -0.72, -0.20)  0.849
O (1.72, -0.36, -0.06)  -0.382
C (1.75, 0.51, 1.09)  -0.576
C (2.35, 1.86, 0.76)  -0.719
C (1.66, 2.51, -0.45)  -0.921
C (0.24, 2.91, -0.14)  0.629
C (-0.04, 4.12, 0.48)  -0.559
C (-1.35, 4.48, 0.72)  -0.382
C (-2.36, 3.62, 0.32)  -0.701
C (-2.01, 2.42, -0.26)  -0.337
N (-0.74, 2.04, -0.48)  -0.215
H (2.58, -0.30, -0.49)  0.262
H (2.29, 0.03, 1.91)  0.325
H (0.71, 0.64, 1.41)  0.368
H (3.42, 1.75, 0.56)  0.326
H (2.25, 2.51, 1.64)  0.424
H (1.64, 1.81, -1.28)  0.332
H (2.22, 3.39, -0.77)  0.408
H (0.78, 4.78, 0.76)  0.382
H (-1.58, 5.43, 1.19)  0.423
H (-3.41, 3.88, 0.45)  0.412
H (-2.77, 1.71, -0.56)  0.616
I (-6.57, 0.09, 1.42)  0.167
C (-4.97, -0.55, 0.29)  -0.401
C (-5.00, -1.12, -0.96)  -0.268
N (-3.71, -1.35, -1.30)  -0.083
N (-2.85, -0.98, -0.35)  -0.118
C (-3.61, -0.49, 0.63)  -0.531
H (-5.83, -1.36, -1.61)  0.470
H (-3.37, -1.80, -2.13)  0.144
H (-3.16, -0.11, 1.54)  0.529
S (-0.27, -3.35, -1.00)  -0.473
C (1.32, -3.54, -0.51)  0.222
N (2.27, -3.90, -1.45)  -0.065
C (3.58, -4.03, -1.17)  -0.104
C (4.02, -3.85, 0.10)  -0.583
C (3.02, -3.55, 1.05)  0.045
N (1.75, -3.39, 0.77)  -0.419
H (1.91, -4.07, -2.38)  0.242
H (4.23, -4.29, -2.00)  0.414
H (5.06, -3.94, 0.36)  0.423
H (3.29, -3.45, 2.09)  0.426

=====

[5]
# C15H18N2O2

C15H18N2O2 as an isolated structure in a non-equilibrium geometry (ωB97M-V/def2-TZVPD, OMol25).

Output
HOMO level ... -0.3302 Ha

Last column: Mulliken charge in e.
Element x y z (Å)
C (3.39, 2.69, -0.77)  -1.093
H (4.12, 3.51, -1.18)  0.298
H (2.70, 3.17, -0.25)  0.423
H (2.95, 2.19, -1.76)  0.267
C (4.20, 1.49, -0.24)  -0.449
N (3.32, 0.46, 0.38)  0.744
C (2.45, 0.36, 1.56)  -0.739
C (1.91, -0.72, 1.23)  0.103
C (2.41, -1.34, 0.11)  -0.069
N (3.38, -0.60, -0.40)  -0.854
C (2.17, -2.54, -0.26)  0.768
O (2.99, -3.38, -0.75)  -0.661
O (0.97, -3.37, -0.33)  -0.450
C (-0.09, -2.23, -0.08)  0.163
C (-0.24, -1.22, -1.07)  -0.481
C (-1.40, -0.41, -0.70)  -0.603
C (-2.31, -0.81, 0.14)  0.667
C (-2.26, -1.83, 0.96)  -0.799
C (-1.02, -2.50, 0.72)  -0.200
H (-1.06, -3.44, 1.52)  0.111
H (-3.05, -2.02, 1.50)  0.743
C (-3.66, 0.35, 0.36)  -0.756
C (-4.34, 0.40, -1.05)  -1.099
H (-5.30, 0.94, -0.81)  0.412
H (-3.74, 0.89, -2.14)  0.196
H (-4.55, -0.69, -1.40)  0.281
C (-3.11, 1.48, 0.63)  -1.122
H (-2.47, 2.29, -0.17)  0.176
H (-2.64, 1.59, 1.67)  0.267
H (-3.97, 2.25, 0.85)  0.358
H (-4.19, -0.04, 0.94)  1.418
H (-1.43, 0.46, -1.60)  0.036
H (0.58, -0.95, -1.64)  0.673
H (1.20, -1.27, 2.02)  0.196
H (2.42, 1.23, 2.09)  0.505
H (4.67, 2.33, 0.83)  0.213
H (4.99, 1.27, -0.90)  0.358

=====

[6]
# C15H18N2O5Si

One molecule with the formula C15H18N2O5Si in a non-equilibrium geometry (ωB97M-V/def2-TZVPD, OMol25).

Output
HOMO level ... -0.2950 Ha
SMILES ... O=C1c2ccccc2C(=O)N1C[Si]12OCCN(CCO1)CCO2

Last column: Mulliken charge in e.
Element x y z (Å)
O (-3.01, -2.54, -1.10)  -0.652
C (-1.93, -2.65, -0.49)  0.345
C (-0.77, -3.49, -0.73)  0.266
C (-0.55, -4.52, -1.70)  -0.699
C (0.63, -5.18, -1.60)  -0.248
C (1.72, -4.87, -0.78)  -0.665
C (1.52, -3.84, 0.10)  -0.350
C (0.27, -3.22, 0.19)  0.525
C (-0.23, -2.16, 1.12)  0.072
O (0.47, -1.67, 2.01)  -0.598
N (-1.54, -1.87, 0.63)  0.211
C (-2.12, -0.66, 1.04)  -0.933
Si (-0.97, 0.80, 0.66)  0.697
O (-1.79, 2.03, -0.01)  -0.590
C (-1.28, 2.41, -1.26)  -0.248
C (-0.41, 3.67, -0.97)  -1.006
N (0.75, 3.29, -0.03)  0.289
C (1.79, 2.47, -0.65)  -0.865
C (1.71, 1.03, -0.20)  -0.452
O (0.44, 0.51, -0.31)  -0.230
C (0.82, 3.51, 1.40)  -0.928
C (-0.29, 2.83, 2.19)  -0.444
O (-0.39, 1.46, 2.00)  -0.112
H (-1.41, -4.78, -2.33)  0.420
H (0.76, -6.01, -2.29)  0.325
H (2.65, -5.37, -0.99)  0.416
H (2.35, -3.59, 0.73)  0.470
H (-3.10, -0.63, 0.56)  0.449
H (-2.21, -0.68, 2.14)  0.241
H (-2.13, 2.69, -1.90)  0.473
H (-0.64, 1.66, -1.77)  0.212
H (-0.04, 4.03, -1.94)  0.370
H (-0.99, 4.48, -0.54)  0.336
H (2.74, 2.80, -0.29)  0.396
H (1.69, 2.56, -1.81)  0.280
H (2.43, 0.41, -0.69)  0.502
H (1.87, 1.01, 0.88)  0.307
H (0.97, 4.63, 1.58)  0.360
H (1.73, 3.17, 1.85)  0.347
H (-0.25, 2.97, 3.29)  0.437
H (-1.26, 3.31, 2.02)  0.274

=====

Repeat the fourth record exactly.
# C15H18IN5NaOS

C15H18IN5NaOS as an isolated structure (ωB97M-V/def2-TZVPD, OMol25).

Output
HOMO level ... -0.4123 Ha
Net charge ... +1

Last column: Mulliken charge in e.
Element x y z (Å)
Na (-0.45, -0.72, -0.20)  0.849
O (1.72, -0.36, -0.06)  -0.382
C (1.75, 0.51, 1.09)  -0.576
C (2.35, 1.86, 0.76)  -0.719
C (1.66, 2.51, -0.45)  -0.921
C (0.24, 2.91, -0.14)  0.629
C (-0.04, 4.12, 0.48)  -0.559
C (-1.35, 4.48, 0.72)  -0.382
C (-2.36, 3.62, 0.32)  -0.701
C (-2.01, 2.42, -0.26)  -0.337
N (-0.74, 2.04, -0.48)  -0.215
H (2.58, -0.30, -0.49)  0.262
H (2.29, 0.03, 1.91)  0.325
H (0.71, 0.64, 1.41)  0.368
H (3.42, 1.75, 0.56)  0.326
H (2.25, 2.51, 1.64)  0.424
H (1.64, 1.81, -1.28)  0.332
H (2.22, 3.39, -0.77)  0.408
H (0.78, 4.78, 0.76)  0.382
H (-1.58, 5.43, 1.19)  0.423
H (-3.41, 3.88, 0.45)  0.412
H (-2.77, 1.71, -0.56)  0.616
I (-6.57, 0.09, 1.42)  0.167
C (-4.97, -0.55, 0.29)  -0.401
C (-5.00, -1.12, -0.96)  -0.268
N (-3.71, -1.35, -1.30)  -0.083
N (-2.85, -0.98, -0.35)  -0.118
C (-3.61, -0.49, 0.63)  -0.531
H (-5.83, -1.36, -1.61)  0.470
H (-3.37, -1.80, -2.13)  0.144
H (-3.16, -0.11, 1.54)  0.529
S (-0.27, -3.35, -1.00)  -0.473
C (1.32, -3.54, -0.51)  0.222
N (2.27, -3.90, -1.45)  -0.065
C (3.58, -4.03, -1.17)  -0.104
C (4.02, -3.85, 0.10)  -0.583
C (3.02, -3.55, 1.05)  0.045
N (1.75, -3.39, 0.77)  -0.419
H (1.91, -4.07, -2.38)  0.242
H (4.23, -4.29, -2.00)  0.414
H (5.06, -3.94, 0.36)  0.423
H (3.29, -3.45, 2.09)  0.426